# 1
{
  "formula": "C13H21ClO11S",
  "method": "the ωB97M-V functional and the def2-TZVPD basis",
  "symbols": ["C", "C", "O", "C", "O", "C", "O", "O", "S", "O", "O", "O", "C", "Cl", "H", "H", "H", "H", "H", "H", "H", "H", "H", "O", "C", "O", "C", "C", "C", "H", "H", "H", "H", "H", "H", "O", "C", "O", "C", "C", "C", "H", "H", "H", "H", "H", "H"],
  "positions_angstrom": [[1.26, -3.49, 1.54], [1.82, -2.06, 1.17], [2.41, -1.50, 2.34], [0.68, -1.12, 0.63], [-0.03, -0.42, 1.68], [-1.30, -0.89, 1.88], [-1.83, 0.06, 2.80], [-1.50, -2.14, 2.55], [-2.88, -2.85, 1.90], [-3.86, -3.36, 2.87], [-2.32, -3.86, 0.97], [-3.54, -1.50, 1.17], [-2.35, -0.81, 0.72], [-2.77, 0.78, 0.03], [1.15, -3.49, 2.64], [2.02, -4.24, 1.27], [0.28, -3.68, 1.05], [2.58, -2.13, 0.34], [3.36, -1.56, 2.27], [0.04, -1.73, -0.03], [1.19, -0.34, 0.03], [-1.16, 0.12, 3.50], [-2.02, -1.45, -0.13], [2.71, -3.25, -1.49], [3.22, -2.40, -2.17], [2.67, -1.18, -2.37], [3.47, -0.44, -3.31], [4.84, -1.08, -3.26], [4.51, -2.53, -2.95], [3.01, -0.53, -4.30], [3.49, 0.61, -3.03], [5.42, -0.94, -4.17], [5.42, -0.65, -2.44], [4.32, -3.11, -3.85], [5.28, -3.00, -2.34], [-0.86, 5.16, -0.71], [-2.01, 5.15, -0.39], [-3.03, 5.49, -1.22], [-4.27, 5.48, -0.50], [-4.02, 4.58, 0.69], [-2.55, 4.81, 0.98], [-4.51, 6.50, -0.20], [-5.06, 5.11, -1.14], [-4.67, 4.79, 1.54], [-4.18, 3.53, 0.41], [-2.39, 5.65, 1.65], [-2.07, 3.91, 1.38]],
  "e_lumo_ha": 0.013,
  "molar_mass_g_mol": 420.820,
  "e_tot_ha": -2193.92069,
  "gap_ev": 10.5,
  "total_charge": 0
}


# 2
{
  "formula": "C13H21N3O4",
  "method": "the ωB97M-V functional and the def2-TZVPD basis",
  "symbols": ["C", "C", "C", "C", "C", "C", "N", "N", "C", "O", "O", "H", "H", "H", "H", "H", "H", "H", "H", "H", "H", "H", "H", "H", "H", "H", "H", "C", "C", "C", "C", "C", "C", "N", "O", "O", "H", "H", "H", "H", "H"],
  "positions_angstrom": [[1.71, 1.45, -1.52], [1.88, 0.80, -2.89], [1.39, -0.65, -2.96], [-0.01, -0.89, -2.38], [-0.01, -1.45, -0.96], [0.56, -2.87, -0.87], [1.56, -3.07, 0.20], [2.56, -2.01, 0.24], [2.11, -4.36, 0.13], [1.43, -5.34, 0.07], [3.46, -4.43, 0.13], [0.69, 1.35, -1.14], [1.95, 2.52, -1.57], [2.38, 1.00, -0.78], [2.95, 0.81, -3.14], [1.38, 1.39, -3.65], [1.40, -0.97, -4.00], [2.12, -1.29, -2.44], [-0.59, 0.03, -2.40], [-0.53, -1.61, -3.01], [-1.05, -1.47, -0.61], [0.51, -0.76, -0.29], [-0.24, -3.57, -0.64], [0.98, -3.18, -1.83], [3.19, -2.28, 0.99], [2.08, -1.20, 0.61], [3.82, -3.63, -0.29], [-3.91, 3.43, 3.66], [-4.33, 3.01, 2.40], [-3.45, 2.36, 1.55], [-2.15, 2.16, 1.98], [-1.70, 2.57, 3.23], [-2.60, 3.21, 4.07], [-1.21, 1.47, 1.09], [-1.61, 1.13, -0.01], [-0.08, 1.27, 1.49], [-4.60, 3.93, 4.32], [-5.35, 3.18, 2.09], [-3.75, 2.03, 0.57], [-0.68, 2.38, 3.52], [-2.27, 3.54, 5.04]],
  "e_lumo_ha": -0.028,
  "molar_mass_g_mol": 283.328,
  "e_tot_ha": -973.07375,
  "gap_ev": 8.0,
  "total_charge": 0
}


# 3
{
  "formula": "C13H21NO",
  "method": "the ωB97M-V functional and the def2-TZVPD basis",
  "symbols": ["N", "O", "C", "C", "C", "C", "C", "C", "C", "C", "C", "C", "C", "C", "C", "H", "H", "H", "H", "H", "H", "H", "H", "H", "H", "H", "H", "H", "H", "H", "H", "H", "H", "H", "H", "H"],
  "positions_angstrom": [[2.72, 0.62, 1.42], [2.62, -1.61, 1.55], [3.41, -0.52, 1.39], [1.43, 0.22, 1.65], [1.32, -1.14, 1.59], [0.45, 1.36, 2.03], [0.18, -2.01, 1.34], [0.23, 2.40, 0.90], [0.41, -2.65, -0.08], [-1.15, 2.58, 0.32], [-0.73, -2.64, -1.11], [-1.51, 2.44, -1.21], [-0.70, -1.42, -2.03], [-0.81, 1.16, -1.94], [-1.18, -0.14, -1.26], [4.49, -0.76, 1.22], [-0.46, 0.83, 2.35], [0.85, 1.92, 2.94], [-0.69, -1.42, 1.41], [0.11, -2.84, 2.07], [1.06, 2.35, 0.13], [0.43, 3.42, 1.50], [1.29, -2.25, -0.46], [0.80, -3.67, -0.04], [-1.54, 3.54, 0.54], [-1.84, 1.84, 0.77], [-0.70, -3.50, -1.82], [-1.69, -2.75, -0.57], [-1.26, 3.37, -1.77], [-2.70, 2.21, -1.37], [0.34, -1.20, -2.37], [-1.33, -1.73, -2.94], [-1.10, 1.15, -3.02], [0.19, 1.15, -1.87], [-2.24, -0.31, -0.98], [-0.69, -0.01, -0.29]],
  "e_above_lowest_kcal_mol": 56.68,
  "e_lumo_ha": 0.037,
  "molar_mass_g_mol": 207.317,
  "e_tot_ha": -637.85973,
  "gap_ev": 9.6,
  "total_charge": 0
}


# 4
{
  "formula": "C13H21NO3",
  "method": "the ωB97M-V functional and the def2-TZVPD basis",
  "symbols": ["C", "C", "C", "C", "C", "C", "C", "C", "C", "C", "C", "C", "C", "H", "H", "H", "H", "H", "H", "H", "H", "H", "H", "H", "H", "H", "H", "H", "H", "H", "H", "H", "H", "H", "N", "O", "O", "O"],
  "positions_angstrom": [[0.99, -1.72, 2.54], [1.44, -0.75, 0.26], [1.31, -1.93, -0.33], [1.92, -1.84, -1.54], [2.73, -0.69, -1.98], [2.81, 0.43, -1.36], [2.20, 0.45, -0.03], [1.19, 2.48, 0.21], [-0.28, 2.59, 0.71], [-1.09, 2.00, -0.40], [-2.55, 1.60, 0.01], [-2.89, -0.57, -1.15], [-3.03, -1.91, -0.33], [1.26, -1.47, 3.72], [1.78, -2.64, 2.06], [-0.08, -2.34, 2.52], [0.86, -2.76, 0.23], [1.62, -2.67, -2.20], [2.86, -0.74, -3.10], [3.36, 1.24, -1.53], [1.43, 2.27, -0.79], [1.65, 3.58, 0.32], [-0.59, 3.75, 0.94], [-0.27, 1.92, 1.54], [-0.61, 0.98, -0.88], [-1.35, 2.63, -1.12], [-2.66, 1.51, 1.20], [-2.86, 2.72, -0.36], [-4.15, 0.98, -1.17], [-1.77, -0.18, -1.55], [-3.36, -1.04, -2.28], [-3.09, -2.92, -0.86], [-4.08, -1.81, 0.10], [-1.28, -0.66, 0.05], [-3.55, 0.59, -0.43], [0.85, -0.58, 1.60], [2.07, 1.46, 0.88], [-1.96, -1.80, 0.83]],
  "e_above_lowest_kcal_mol": 297.89,
  "e_lumo_ha": 0.012,
  "molar_mass_g_mol": 239.315,
  "e_tot_ha": -787.95525,
  "gap_ev": 8.6,
  "total_charge": 0
}


# 5
{
  "formula": "C13H21NO4S",
  "method": "the ωB97M-V functional and the def2-TZVPD basis",
  "symbols": ["C", "H", "H", "H", "O", "C", "C", "C", "C", "C", "C", "H", "H", "O", "C", "H", "H", "H", "S", "O", "O", "N", "H", "C", "C", "H", "H", "C", "C", "H", "H", "H", "C", "H", "H", "H", "H", "H", "H", "H"],
  "positions_angstrom": [[3.53, -1.25, -1.91], [3.98, -1.22, -0.92], [4.28, -1.58, -2.64], [3.17, -0.26, -2.18], [2.50, -2.21, -1.98], [1.43, -2.06, -1.16], [1.26, -1.01, -0.26], [0.12, -0.95, 0.52], [-0.89, -1.90, 0.43], [-0.71, -2.96, -0.47], [0.43, -3.02, -1.25], [0.56, -3.84, -1.94], [-1.46, -3.73, -0.57], [-1.97, -1.72, 1.23], [-2.98, -2.70, 1.23], [-3.46, -2.78, 0.26], [-2.59, -3.68, 1.53], [-3.70, -2.36, 1.97], [-0.05, 0.41, 1.66], [-0.36, -0.04, 2.98], [1.13, 1.24, 1.51], [-1.41, 1.16, 1.06], [-1.88, 1.70, 1.76], [-1.25, 1.83, -0.21], [-0.57, 3.20, -0.10], [0.27, 3.10, 0.59], [-1.28, 3.91, 0.33], [-0.04, 3.76, -1.43], [1.09, 2.91, -1.99], [1.59, 3.43, -2.80], [0.71, 1.97, -2.38], [1.82, 2.69, -1.21], [-1.15, 3.94, -2.46], [-1.97, 4.53, -2.05], [-0.77, 4.44, -3.34], [-1.55, 2.97, -2.77], [0.37, 4.76, -1.20], [-2.23, 1.92, -0.68], [-0.63, 1.16, -0.82], [1.99, -0.23, -0.12]],
  "e_above_lowest_kcal_mol": 2.40,
  "e_lumo_ha": 0.026,
  "molar_mass_g_mol": 287.381,
  "e_tot_ha": -1261.82243,
  "gap_ev": 9.0,
  "total_charge": 0
}


# 6
{
  "formula": "C13H21O2",
  "method": "the ωB97M-V functional and the def2-TZVPD basis",
  "symbols": ["C", "O", "C", "C", "C", "C", "C", "C", "C", "C", "H", "H", "H", "H", "H", "H", "H", "H", "H", "H", "H", "C", "C", "C", "C", "O", "H", "H", "H", "H", "H", "H", "H", "H", "H", "H"],
  "positions_angstrom": [[2.96, 0.75, 1.88], [1.55, 1.06, 1.85], [0.70, 0.08, 1.82], [-0.69, 0.34, 1.84], [-1.58, -0.76, 1.84], [-2.95, -0.55, 1.86], [-3.47, 0.75, 1.89], [-4.95, 0.96, 1.91], [-2.59, 1.84, 1.90], [-1.22, 1.66, 1.88], [3.44, 1.72, 1.92], [3.21, 0.15, 2.76], [3.24, 0.20, 0.97], [1.10, -0.95, 1.81], [-1.13, -1.76, 1.83], [-3.64, -1.39, 1.86], [-5.18, 2.03, 1.92], [-5.43, 0.51, 1.03], [-5.40, 0.51, 2.80], [-3.01, 2.85, 1.92], [-0.53, 2.51, 1.89], [0.65, -1.82, -2.23], [1.59, -0.66, -2.48], [2.99, -1.00, -1.99], [1.62, -0.32, -3.97], [1.04, 0.42, -1.69], [-0.36, -1.58, -2.58], [0.98, -2.72, -2.76], [0.59, -2.05, -1.16], [3.67, -0.16, -2.15], [2.97, -1.24, -0.92], [3.39, -1.87, -2.53], [2.30, 0.51, -4.17], [1.97, -1.19, -4.54], [0.62, -0.06, -4.33], [1.55, 1.23, -1.89]],
  "e_above_lowest_kcal_mol": 0.00,
  "e_lumo_ha": -0.190,
  "molar_mass_g_mol": 209.309,
  "e_tot_ha": -658.16766,
  "gap_ev": 7.9,
  "total_charge": 1
}


# 7
{
  "formula": "C13H22BINO2",
  "method": "the ωB97M-V functional and the def2-TZVPD basis",
  "symbols": ["C", "C", "B", "O", "C", "C", "N", "C", "C", "C", "C", "C", "I", "C", "H", "H", "H", "H", "H", "H", "H", "H", "H", "H", "H", "H", "H", "H", "H", "H", "C", "C", "O", "C", "H", "H", "H", "H", "H", "H"],
  "positions_angstrom": [[3.34, -1.05, -1.19], [3.65, -0.29, -2.58], [2.23, 0.20, -3.19], [1.93, 0.13, -4.56], [1.16, 0.77, -2.10], [1.19, 2.14, -1.62], [0.29, 2.53, -0.66], [-0.66, 1.68, -0.12], [-0.79, 0.30, -0.55], [-1.84, -0.70, 0.01], [-3.26, -0.61, -0.68], [-3.51, -1.75, -1.77], [-3.58, -0.86, -3.74], [0.16, -0.17, -1.57], [3.04, -0.32, -0.38], [2.53, -1.80, -1.35], [4.27, -1.54, -0.80], [4.24, 0.62, -2.29], [4.18, -1.00, -3.25], [1.76, -0.80, -4.82], [1.94, 2.86, -2.02], [0.33, 3.49, -0.32], [-1.34, 2.05, 0.67], [-1.97, -0.55, 1.11], [-1.46, -1.75, -0.14], [-4.02, -0.80, 0.13], [-3.51, 0.41, -1.08], [-4.47, -2.29, -1.51], [-2.69, -2.50, -1.71], [0.17, -1.20, -1.98], [0.43, -0.48, 3.68], [-0.84, 0.23, 4.07], [-1.85, 0.13, 3.40], [-0.82, 1.07, 5.32], [0.27, -1.04, 2.76], [1.22, 0.25, 3.50], [0.73, -1.17, 4.47], [-0.08, 1.87, 5.21], [-0.58, 0.44, 6.18], [-1.80, 1.52, 5.47]],
  "e_lumo_ha": -0.159,
  "molar_mass_g_mol": 362.040,
  "e_tot_ha": -1036.10121,
  "gap_ev": 7.5,
  "total_charge": 1
}


# 8
{
  "formula": "C13H22BrN3O",
  "method": "the ωB97M-V functional and the def2-TZVPD basis",
  "symbols": ["Br", "C", "C", "C", "C", "N", "N", "H", "H", "H", "H", "C", "C", "C", "C", "C", "C", "N", "O", "C", "C", "C", "H", "H", "H", "H", "H", "H", "H", "H", "H", "H", "H", "H", "H", "H", "H", "H", "H", "H"],
  "positions_angstrom": [[5.35, 0.80, -2.78], [3.99, 2.27, -2.42], [2.43, 1.79, -2.51], [1.42, 3.07, -2.13], [2.31, 4.40, -1.80], [3.76, 4.65, -1.82], [4.57, 3.60, -2.11], [2.03, 0.72, -2.76], [0.25, 2.98, -2.09], [1.65, 5.36, -1.50], [5.63, 3.75, -2.10], [1.10, -1.50, 1.48], [-0.10, -1.91, 0.60], [-1.13, -2.69, 1.46], [-1.90, -1.86, 2.47], [-2.07, -0.40, 2.07], [-1.95, -0.13, 0.55], [-0.64, -0.64, 0.09], [-0.42, -0.43, -1.26], [-1.97, 1.41, 0.38], [-3.18, -0.71, -0.18], [0.43, -2.92, -0.45], [1.86, -0.97, 0.89], [1.59, -2.37, 1.94], [0.81, -0.83, 2.30], [-1.85, -3.19, 0.80], [-0.63, -3.52, 2.00], [-2.89, -2.32, 2.62], [-1.40, -1.90, 3.45], [-3.03, -0.03, 2.45], [-1.30, 0.18, 2.60], [-1.09, 1.87, 0.84], [-2.85, 1.85, 0.86], [-1.99, 1.72, -0.68], [-4.10, -0.27, 0.21], [-3.27, -1.79, -0.08], [-3.16, -0.48, -1.25], [0.87, -3.81, 0.04], [1.22, -2.50, -1.08], [-0.37, -3.28, -1.11]],
  "e_lumo_ha": -0.085,
  "molar_mass_g_mol": 316.243,
  "e_tot_ha": -3321.64945,
  "gap_ev": 2.8,
  "total_charge": 0
}


no.,F_max (eV/A)
1,5.1
2,0.4
3,5.4
4,8.7
5,1.0
6,1.6
7,3.1
8,5.9